Density functional theory data (ωB97M-V/def2-TZVPD) for a cluster of 11 separate species, C21H54O11 in total.

The geometry in XYZ format:
```
86
Properties=species:S:1:pos:R:3
C 4.20937 -1.64217 0.31461
C 3.12486 -2.45419 0.95333
C 2.44487 -1.89201 2.17336
O 2.74102 -3.48177 0.44680
H 4.80545 -1.06764 1.01796
H 3.75397 -0.96654 -0.41276
H 4.87420 -2.29769 -0.25280
H 1.56891 -1.32756 1.83662
H 3.09266 -1.22815 2.74218
H 2.09337 -2.69242 2.82481
C 1.72902 3.24820 1.05368
C 3.08871 2.60030 1.16324
C 4.25385 3.51732 1.39074
O 3.20697 1.40362 1.09125
H 1.25538 2.96814 0.11264
H 1.76011 4.33669 1.10993
H 1.10600 2.91524 1.88460
H 5.19790 2.98464 1.34013
H 4.13518 3.98859 2.37067
H 4.23219 4.31330 0.64306
C 2.35409 1.32264 -2.28352
C 2.98191 2.12013 -3.39343
C 2.50685 1.80389 -4.79480
O 3.81464 2.96737 -3.17953
H 2.94774 1.32692 -1.37221
H 2.12498 0.31451 -2.62701
H 1.40633 1.80710 -2.01128
H 2.68647 0.75383 -5.02940
H 3.07738 2.41135 -5.49538
H 1.43818 2.00242 -4.87559
C 1.63497 1.06220 4.06291
C 0.70184 0.23098 4.90579
C -0.68956 0.01067 4.36112
O 1.02928 -0.21425 5.97987
H 1.38753 2.10850 4.24811
H 1.48556 0.82041 3.00533
H 2.68600 0.83120 4.21976
H -0.67711 -0.26636 3.30567
H -1.23119 0.96207 4.41320
H -1.16365 -0.72601 5.00257
C -4.48245 0.12754 -2.10714
C -4.32414 -0.92894 -1.04016
C -5.59463 -1.50855 -0.48871
O -3.22706 -1.28517 -0.69371
H -5.21545 -0.13982 -2.87329
H -3.52352 0.28965 -2.60165
H -4.84041 1.06484 -1.67333
H -5.95993 -2.19892 -1.25802
H -6.32291 -0.71882 -0.32370
H -5.43918 -2.09797 0.41149
C 0.05645 -0.36255 -0.45623
O -0.74209 -0.87932 0.59098
H 0.48773 -1.15455 -1.07887
H -0.53166 0.32085 -1.08414
H 0.88044 0.20495 -0.01254
H -1.59071 -1.12779 0.20199
C -0.61279 -4.20853 0.27752
O 0.23959 -3.90340 -0.79353
H -1.63747 -3.99655 -0.04527
H -0.61040 -5.27351 0.54434
H -0.40584 -3.59754 1.15799
H 1.11970 -3.74392 -0.42806
C -2.96404 -2.24056 2.74656
O -3.31362 -3.36940 3.53949
H -1.93820 -2.30402 2.38211
H -3.64018 -2.19150 1.89773
H -3.08497 -1.30453 3.30721
H -2.70402 -3.40301 4.28151
C -0.28228 -2.36005 -3.72700
O 0.67054 -1.29777 -3.75336
H -1.03359 -2.24989 -4.52437
H 0.24763 -3.29459 -3.88672
H -0.80722 -2.41648 -2.77005
H 0.27957 -0.54944 -3.28829
C -2.12264 2.25926 1.26007
O -3.10671 3.27801 1.12305
H -2.32731 1.70854 2.17195
H -2.10627 1.57856 0.40096
H -1.11209 2.68173 1.26775
H -3.35179 3.34691 0.19859
C -1.33000 2.40454 -3.35725
O -1.02283 1.04079 -3.66992
H -2.40752 2.58656 -3.31210
H -0.95669 2.56447 -2.34634
H -0.86118 3.07458 -4.07588
H -1.62404 0.69983 -4.33786
```

Properties
Energy above the lowest of the compared OMol25 structures with the same formula, charge and spin in kJ/mol: 38.0
LUMO energy in eV: 0.02
Energy in Ha: -1660.0714
HOMO-LUMO gap in hartree: 0.34831
HOMO energy in eV: -9.5
SMILES: CC(C)=O.CC(C)=O.CC(C)=O.CC(C)=O.CC(C)=O.CO.CO.CO.CO.CO.CO